1.
ORCA calculation (the ωB97M-V functional and the def2-TZVPD basis) on a cluster of 5 separate species, C5H20N4O5 in total.

Values from the calculation:
frontier orbital gap	10.332	eV
SMILES	NC(N)=O.NC(N)=O.CO.CO.CO
HOMO level	-9.8	eV
net charge	0
largest force on an atom	4.111	eV Å⁻¹

Geometry as XYZ:
```
34
C5H20N4O5 | the OMol25 dataset | the ωB97M-V functional and the def2-TZVPD basis
N -2.97597 1.99962 -1.27074
C -1.87113 2.70003 -1.60721
N -0.75218 1.87481 -1.63552
O -1.92771 3.80454 -2.02983
H -3.82933 2.40705 -1.04957
H -2.88577 0.98841 -1.18800
H 0.04847 2.47872 -1.84601
H -0.59783 1.44420 -0.75906
N 2.34429 -2.17774 0.97100
C 2.06138 -3.52283 1.18502
N 3.12277 -4.28522 1.12028
O 0.96764 -3.91704 1.53997
H 1.60035 -1.55222 1.12931
H 3.14572 -1.85557 0.49052
H 4.01345 -3.83284 1.40469
H 2.99596 -5.19700 1.49102
C -1.24225 -3.20314 -1.01135
O -0.42460 -2.01032 -0.84411
H -0.84251 -3.90085 -1.75196
H -1.29234 -3.76043 0.00334
H -2.25986 -2.94758 -1.27099
H 0.11815 -1.95473 -1.62767
C 0.30298 4.54699 -0.02458
O 0.80577 4.57817 -1.38871
H -0.77272 4.38796 -0.07552
H 0.75046 3.82126 0.59126
H 0.50376 5.53613 0.41646
H 0.02683 4.67192 -2.00585
C -0.14866 -0.05647 2.19466
O -0.24460 0.09658 0.79913
H 0.68483 0.59614 2.55491
H -1.13194 0.09462 2.66349
H 0.14048 -1.08093 2.41516
H -0.43390 -0.77224 0.41645
```

Want to see where the charge sits? The natural (NBO) charges in e are: number 1, N, carries -0.838; number 2, C, carries 0.780; number 3, N, carries -0.871; number 4, O, carries -0.663; number 5, H, carries 0.395; number 6, H, carries 0.393; number 7, H, carries 0.396; number 8, H, carries 0.406; number 9, N, carries -0.861; number 10, C, carries 0.770; number 11, N, carries -0.825; number 12, O, carries -0.664; number 13, H, carries 0.402; number 14, H, carries 0.387; number 15, H, carries 0.388; number 16, H, carries 0.400; number 17, C, carries -0.264; number 18, O, carries -0.756; number 19, H, carries 0.180; number 20, H, carries 0.207; number 21, H, carries 0.170; number 22, H, carries 0.485; number 23, C, carries -0.257; number 24, O, carries -0.766; number 25, H, carries 0.183; number 26, H, carries 0.169; number 27, H, carries 0.168; number 28, H, carries 0.497; number 29, C, carries -0.257; number 30, O, carries -0.780; number 31, H, carries 0.179; number 32, H, carries 0.173; number 33, H, carries 0.168; number 34, H, carries 0.507

=====

2.
ORCA calculation (the ωB97M-V functional and the def2-TZVPD basis) on an isolated molecule of C49H54F2N8O6.

Values from the calculation:
frontier orbital gap	7.549	eV
HOMO level	-7.4	eV
net charge	0
largest force on an atom	0.837	eV Å⁻¹

Geometry as XYZ:
```
119
C49H54F2N8O6 | the OMol25 dataset | the ωB97M-V functional and the def2-TZVPD basis
C 12.72620 1.60298 -3.78312
H 12.82020 1.02440 -2.86174
H 12.83257 0.95728 -4.65092
H 13.49141 2.38195 -3.78861
O 11.43231 2.17744 -3.87849
C 11.09876 3.01889 -2.87664
O 11.81473 3.27625 -1.93798
N 9.88112 3.57215 -3.10144
H 9.27754 3.08172 -3.74440
C 9.23668 4.28549 -2.01983
H 10.04174 4.79656 -1.48610
C 8.56640 3.26523 -1.09381
O 8.05160 2.25209 -1.55733
N 8.56259 3.53101 0.21469
C 9.24620 4.59936 0.93284
H 9.22695 5.54239 0.39214
C 8.52163 4.56893 2.27564
H 8.99606 5.19913 3.02299
H 7.46238 4.80213 2.20506
C 8.78156 3.07863 2.48587
H 8.35814 2.63503 3.38149
C 8.16723 2.51420 1.20271
C 6.68158 2.37046 1.27845
N 5.93582 2.65525 2.30874
C 4.65376 2.35527 1.92643
C 3.45413 2.45134 2.62311
C 2.30267 2.06514 1.97559
C 2.30617 1.59697 0.64977
C 3.49727 1.50263 -0.05826
C 4.65918 1.87596 0.59225
N 5.97409 1.89124 0.21517
H 6.39624 1.66109 -0.67646
H 3.51874 1.12260 -1.06855
C 1.04034 1.20629 0.01403
C 0.76859 1.56571 -1.30526
C -0.41779 1.21676 -1.92978
C -1.35309 0.48453 -1.22021
C -1.07830 0.11581 0.10610
C 0.09247 0.46583 0.73075
H 0.28964 0.15908 1.74658
C -2.23470 -0.68576 0.65478
F -1.85220 -1.94591 1.04389
F -2.76665 -0.13832 1.79114
C -3.21191 -0.71498 -0.49659
C -4.44842 -1.30647 -0.54551
C -5.18737 -1.21626 -1.73660
C -4.64105 -0.52784 -2.82515
C -3.39370 0.06700 -2.76404
C -2.66590 -0.02451 -1.58974
H -2.99726 0.59284 -3.61926
H -5.21218 -0.45951 -3.73768
C -6.49260 -1.82541 -1.84966
C -7.37077 -1.89616 -2.91481
N -8.48623 -2.57046 -2.56346
C -8.31511 -2.91819 -1.30515
N -7.12688 -2.49362 -0.83004
H -6.75987 -2.65173 0.10456
C -9.33043 -3.69454 -0.51765
N -9.28675 -3.38790 0.90707
C -8.62716 -4.05499 1.87122
O -8.67328 -3.76298 3.05281
C -7.75296 -5.26298 1.46383
N -6.55093 -5.21330 2.28373
C -5.83652 -4.07145 2.38091
O -5.94048 -3.13212 1.61637
O -4.95372 -4.12612 3.38239
C -4.06913 -3.01514 3.49710
H -3.59787 -3.10678 4.47183
H -3.31549 -3.04989 2.70924
H -4.62047 -2.07627 3.42626
H -6.52932 -5.80362 3.10164
H -7.44127 -5.20880 0.41673
C -8.47829 -6.58768 1.76093
C -9.86887 -6.66050 1.13399
H -10.47665 -5.80808 1.42653
H -10.36990 -7.56485 1.47188
H -9.80865 -6.70047 0.04834
C -7.63184 -7.76904 1.29041
H -6.63283 -7.73464 1.71631
H -7.54045 -7.75774 0.20616
H -8.10028 -8.70526 1.58407
H -8.60077 -6.63866 2.84926
C -10.14479 -2.24207 1.16656
C -9.70825 -1.13436 2.07422
C -10.84144 -2.03733 2.47776
H -10.65780 -2.72987 3.28093
H -11.84855 -1.64847 2.44273
H -8.77568 -1.25305 2.60158
H -9.92639 -0.12175 1.77053
C -10.86681 -1.94077 -0.13719
C -10.73289 -3.23760 -0.92727
H -10.79376 -3.09169 -2.00203
H -11.47568 -3.96807 -0.60534
H -11.90339 -1.65530 0.03167
H -10.36446 -1.13177 -0.67124
H -9.19283 -4.76297 -0.69573
H -7.27036 -1.50629 -3.90736
H -4.83229 -1.82748 0.31598
H -0.60794 1.51433 -2.94979
H 1.49768 2.15107 -1.84634
H 1.35571 2.14428 2.48858
H 3.43719 2.81668 3.63723
H 8.59360 1.54657 0.90688
C 10.30929 2.99776 2.36562
H 10.63819 2.00472 2.06276
H 10.77725 3.23066 3.32137
C 10.63992 4.06982 1.30354
H 11.15549 3.65874 0.43606
H 11.25296 4.86996 1.71637
C 8.21693 5.31715 -2.53802
C 7.17927 4.68088 -3.46128
H 6.35039 5.36736 -3.61690
H 7.61529 4.45500 -4.43161
H 6.78861 3.76276 -3.03003
C 8.94429 6.45568 -3.24879
H 9.61655 6.97193 -2.56743
H 9.52962 6.06405 -4.07688
H 8.22795 7.17501 -3.63790
H 7.69875 5.71829 -1.65876
```

Results of the natural (NBO) charge analysis, in e, for atoms 1 through 99: number 1, C, carries -0.253; number 2, H, carries 0.192; number 3, H, carries 0.195; number 4, H, carries 0.191; number 5, O, carries -0.515; number 6, C, carries 0.897; number 7, O, carries -0.663; number 8, N, carries -0.626; number 9, H, carries 0.416; number 10, C, carries -0.144; number 11, H, carries 0.242; number 12, C, carries 0.705; number 13, O, carries -0.691; number 14, N, carries -0.424; number 15, C, carries -0.046; number 16, H, carries 0.221; number 17, C, carries -0.407; number 18, H, carries 0.216; number 19, H, carries 0.235; number 20, C, carries -0.212; number 21, H, carries 0.249; number 22, C, carries -0.086; number 23, C, carries 0.391; number 24, N, carries -0.481; number 25, C, carries 0.076; number 26, C, carries -0.185; number 27, C, carries -0.227; number 28, C, carries -0.052; number 29, C, carries -0.243; number 30, C, carries 0.172; number 31, N, carries -0.559; number 32, H, carries 0.455; number 33, H, carries 0.215; number 34, C, carries -0.034; number 35, C, carries -0.189; number 36, C, carries -0.209; number 37, C, carries 0.046; number 38, C, carries -0.102; number 39, C, carries -0.165; number 40, H, carries 0.227; number 41, C, carries 0.660; number 42, F, carries -0.344; number 43, F, carries -0.339; number 44, C, carries -0.015; number 45, C, carries -0.150; number 46, C, carries -0.075; number 47, C, carries -0.163; number 48, C, carries -0.199; number 49, C, carries -0.080; number 50, H, carries 0.214; number 51, H, carries 0.212; number 52, C, carries 0.063; number 53, C, carries -0.057; number 54, N, carries -0.485; number 55, C, carries 0.328; number 56, N, carries -0.520; number 57, H, carries 0.461; number 58, C, carries -0.068; number 59, N, carries -0.436; number 60, C, carries 0.707; number 61, O, carries -0.651; number 62, C, carries -0.139; number 63, N, carries -0.607; number 64, C, carries 0.932; number 65, O, carries -0.714; number 66, O, carries -0.504; number 67, C, carries -0.262; number 68, H, carries 0.197; number 69, H, carries 0.201; number 70, H, carries 0.203; number 71, H, carries 0.409; number 72, H, carries 0.212; number 73, C, carries -0.197; number 74, C, carries -0.613; number 75, H, carries 0.218; number 76, H, carries 0.220; number 77, H, carries 0.201; number 78, C, carries -0.609; number 79, H, carries 0.214; number 80, H, carries 0.206; number 81, H, carries 0.214; number 82, H, carries 0.208; number 83, C, carries 0.108; number 84, C, carries -0.424; number 85, C, carries -0.424; number 86, H, carries 0.250; number 87, H, carries 0.207; number 88, H, carries 0.238; number 89, H, carries 0.213; number 90, C, carries -0.400; number 91, C, carries -0.387; number 92, H, carries 0.251; number 93, H, carries 0.204; number 94, H, carries 0.220; number 95, H, carries 0.217; number 96, H, carries 0.225; number 97, H, carries 0.200; number 98, H, carries 0.230; number 99, H, carries 0.212

=====

Energy relative to the best compared isomer or geometry (same formula, charge and spin), respectively: 0.468 0.020 eV.